Model A:
{
  "formula": "C3H8N2O2S",
  "method": "ωB97M-V/def2-TZVPD",
  "species": ["C", "C", "C", "N", "N", "O", "O", "S", "H", "H", "H", "H", "H", "H", "H", "H"],
  "positions_angstrom": [[-0.94, -1.18, -0.12], [0.71, 0.67, -0.85], [-0.53, 0.37, 0.16], [1.76, -0.25, -0.41], [-0.16, 0.40, 1.55], [-0.05, -2.10, -0.24], [-2.14, -1.38, -0.04], [-1.97, 1.51, -0.34], [0.45, 0.33, -1.87], [1.07, 1.67, -0.81], [2.15, -0.01, 0.49], [2.38, -0.41, -1.19], [0.80, -1.48, -0.17], [-0.11, 1.47, 1.75], [-0.83, -0.10, 2.14], [-2.59, 0.48, -0.03]],
  "nbo_charge": [0.76, -0.24, -0.04, -0.85, -0.87, -0.66, -0.62, -0.09, 0.22, 0.19, 0.40, 0.39, 0.49, 0.38, 0.40, 0.16],
  "smiles": "NC[C@@](N)(S)C(=O)O",
  "gap_ev": 9.7,
  "multiplicity": 1,
  "e_lumo_ev": 0.54,
  "charge": 0
}

---

Model B:
{
  "formula": "C3H8N2O2S",
  "method": "ωB97M-V/def2-TZVPD",
  "species": ["C", "C", "C", "N", "N", "O", "O", "S", "H", "H", "H", "H", "H", "H", "H", "H"],
  "positions_angstrom": [[0.97, 1.07, 0.03], [1.90, -0.13, 0.36], [-0.24, -0.82, -0.16], [-0.31, 0.45, -0.33], [1.02, -1.27, 0.19], [-2.85, 1.38, -0.34], [-4.00, -1.03, -0.46], [-3.69, 0.28, 0.54], [0.67, 1.85, 0.84], [1.51, 1.69, -0.73], [2.53, -0.20, -0.52], [2.68, -0.11, 1.19], [-1.04, -1.49, -0.47], [-1.91, 1.33, -0.35], [1.25, -2.24, 0.47], [-4.88, -0.99, -0.82]],
  "nbo_charge": [-0.25, -0.26, 0.28, -0.55, -0.63, -0.88, -0.87, 0.72, 0.20, 0.21, 0.18, 0.22, 0.22, 0.52, 0.41, 0.48],
  "smiles": "C1=NCCN1.OSO",
  "gap_ev": 9.0,
  "multiplicity": 1,
  "e_lumo_ev": 0.83,
  "charge": 0
}

---

Calculated relative energies: model A 0.000; model B 1.250, given in eV

---

Model A:
{
  "formula": "C12H10O3",
  "method": "ωB97M-V/def2-TZVPD",
  "species": ["C", "C", "C", "C", "C", "C", "C", "C", "C", "C", "O", "O", "C", "O", "C", "H", "H", "H", "H", "H", "H", "H", "H", "H", "H"],
  "positions_angstrom": [[3.36, -0.99, 0.52], [2.27, -0.12, -0.06], [2.44, 0.48, -1.31], [1.45, 1.30, -1.84], [0.28, 1.53, -1.13], [0.10, 0.94, 0.11], [-1.19, 1.14, 0.88], [-2.13, 0.01, 0.59], [-2.39, -1.12, 1.25], [-3.37, -1.91, 0.47], [-3.90, -2.94, 0.72], [-3.62, -1.22, -0.71], [-2.95, -0.02, -0.66], [-3.06, 0.81, -1.50], [1.10, 0.12, 0.63], [3.84, -1.56, -0.28], [4.11, -0.41, 1.05], [2.92, -1.72, 1.20], [3.35, 0.30, -1.87], [1.58, 1.76, -2.81], [-0.49, 2.16, -1.55], [-1.67, 2.06, 0.55], [-1.01, 1.18, 1.95], [-1.97, -1.44, 2.19], [0.96, -0.35, 1.61]],
  "nbo_charge": [-0.63, -0.01, -0.22, -0.19, -0.22, -0.02, -0.47, -0.02, -0.28, 0.75, -0.50, -0.49, 0.75, -0.51, -0.18, 0.22, 0.22, 0.21, 0.21, 0.22, 0.22, 0.25, 0.23, 0.24, 0.20],
  "smiles": "Cc1cccc(CC2=CC(=O)OC2=O)c1",
  "gap_ev": 8.6,
  "multiplicity": 1,
  "e_lumo_ev": -0.80,
  "charge": 0
}

---

Model B:
{
  "formula": "C12H10O3",
  "method": "ωB97M-V/def2-TZVPD",
  "species": ["C", "C", "C", "C", "C", "C", "C", "C", "C", "C", "C", "C", "O", "O", "O", "H", "H", "H", "H", "H", "H", "H", "H", "H", "H"],
  "positions_angstrom": [[1.20, 0.67, 0.40], [1.01, -0.61, -0.25], [2.55, 0.66, 0.55], [2.20, -1.22, -0.44], [-0.30, 2.38, -0.91], [-1.26, 1.61, -1.40], [-2.06, -0.97, 1.42], [-3.00, -1.27, 0.24], [0.00, 1.54, 0.30], [-0.38, -0.83, -0.74], [-1.09, 0.55, -0.45], [-1.66, -0.69, 0.06], [3.18, -0.43, 0.09], [3.36, 1.63, 1.04], [2.59, -2.36, -1.09], [-0.06, 3.38, -1.15], [-1.90, 1.70, -2.19], [-2.36, -0.29, 2.18], [-1.81, -1.83, 2.12], [-3.09, -2.32, 0.12], [-3.81, -0.69, 0.18], [-0.29, 2.00, 1.30], [-0.57, -1.22, -1.65], [4.24, 1.30, 0.77], [3.31, -2.72, -0.52]],
  "nbo_charge": [-0.20, -0.13, 0.58, 0.51, -0.18, -0.17, -0.41, -0.38, -0.22, -0.20, -0.02, -0.07, -0.46, -0.65, -0.66, 0.21, 0.20, 0.21, 0.21, 0.22, 0.21, 0.23, 0.22, 0.48, 0.48],
  "gap_ev": 8.0,
  "multiplicity": 1,
  "e_lumo_ev": 0.60,
  "charge": 0
}

---

Calculated relative energies: model A 0.000; model B 6.598, given in eV

---

Model A:
{
  "formula": "C5H8OS2",
  "method": "ωB97M-V/def2-TZVPD",
  "species": ["C", "C", "C", "C", "C", "O", "S", "S", "H", "H", "H", "H", "H", "H", "H", "H"],
  "positions_angstrom": [[2.37, -0.10, 0.36], [1.20, -0.72, 0.25], [-0.01, 0.08, 0.39], [1.16, -1.86, -0.72], [-2.34, 1.15, 1.20], [-2.02, 1.93, -1.91], [-0.91, 1.00, -2.29], [-0.82, 0.23, 1.76], [3.21, -0.40, -0.24], [2.45, 0.85, 0.89], [0.29, -2.44, -0.61], [1.08, -1.28, -1.65], [2.19, -2.26, -0.82], [-3.18, 0.38, 1.10], [-2.06, 1.60, 0.26], [-2.61, 1.82, 2.03]],
  "nbo_charge": [-0.42, -0.12, -0.29, -0.63, -0.74, -0.76, 0.69, 0.49, 0.20, 0.19, 0.22, 0.22, 0.23, 0.23, 0.26, 0.22],
  "gap_ev": [6.8, 6.8],
  "multiplicity": 1,
  "e_lumo_ev": [-1.01, -0.99],
  "charge": 0
}

---

Model B:
{
  "formula": "C5H8OS2",
  "method": "ωB97M-V/def2-TZVPD",
  "species": ["C", "C", "C", "C", "C", "H", "H", "H", "H", "H", "H", "H", "H", "O", "S", "S"],
  "positions_angstrom": [[-0.92, -2.23, -0.52], [-0.06, -1.12, 0.10], [-0.23, 1.60, 0.48], [0.01, 3.00, -0.02], [1.41, -1.48, 0.08], [-0.75, -3.14, -0.02], [-0.75, -2.47, -1.55], [-2.00, -2.01, -0.35], [-0.42, -0.94, 1.12], [-0.93, 3.36, -0.48], [0.09, 3.67, 0.84], [0.80, 3.16, -0.77], [1.73, -1.82, -0.88], [-0.37, 1.27, 1.59], [-0.14, 0.40, -0.83], [2.54, -1.25, 1.22]],
  "nbo_charge": [-0.61, -0.45, 0.44, -0.74, -0.26, 0.22, 0.21, 0.23, 0.27, 0.25, 0.25, 0.25, 0.18, -0.53, 0.21, 0.07],
  "smiles": "CC(=O)S[C@@H](C)C=S",
  "gap_ev": 8.4,
  "multiplicity": 1,
  "e_lumo_ev": -0.26,
  "charge": 0
}

---

Calculated relative energies: model A 4.738; model B 0.000, given in eV

---

Model A:
{
  "formula": "C5H8OS2",
  "method": "ωB97M-V/def2-TZVPD",
  "species": ["C", "C", "C", "C", "C", "H", "H", "H", "H", "H", "H", "H", "H", "O", "S", "S"],
  "positions_angstrom": [[0.33, 1.85, -0.04], [0.13, 0.43, 0.43], [1.13, -0.71, 0.24], [-0.20, -0.75, -0.40], [-2.34, -1.36, 0.02], [0.96, 1.80, -0.99], [-0.57, 2.47, -0.37], [0.92, 2.45, 0.73], [-0.36, 0.31, 1.43], [1.17, -1.41, 1.13], [3.38, -0.08, 0.20], [-0.23, -0.48, -1.47], [-2.98, -2.20, 0.37], [-1.06, -1.63, 0.08], [2.68, -0.75, -0.69], [-2.96, 0.06, -0.66]],
  "nbo_charge": [-0.63, -0.23, -0.37, 0.05, 0.09, 0.22, 0.24, 0.22, 0.22, 0.23, 0.12, 0.22, 0.20, -0.45, 0.00, -0.13],
  "smiles": "C[C@@H]1[C@H](S)[C@H]1OC=S",
  "gap_ev": 9.1,
  "multiplicity": 1,
  "e_lumo_ev": 0.14,
  "charge": 0
}

---

Model B:
{
  "formula": "C5H8OS2",
  "method": "ωB97M-V/def2-TZVPD",
  "species": ["C", "C", "C", "C", "C", "H", "H", "H", "H", "H", "H", "H", "H", "O", "S", "S"],
  "positions_angstrom": [[1.66, -0.59, 0.27], [0.28, -0.14, 0.40], [0.27, 1.17, -0.47], [-1.01, -1.05, 0.28], [-2.38, -0.47, -0.19], [1.86, -0.22, -0.85], [2.31, -0.12, 1.31], [1.52, -1.91, 0.10], [-0.67, 1.55, -0.45], [0.27, 0.97, -1.51], [2.51, 2.01, -0.06], [-1.04, -2.15, 0.08], [-2.71, 0.49, -0.01], [-0.46, -0.36, 1.55], [1.12, 2.53, 0.16], [-3.55, -1.71, -0.61]],
  "nbo_charge": [-0.67, 0.23, -0.62, -0.05, -0.20, 0.24, 0.27, 0.23, 0.22, 0.23, 0.13, 0.24, 0.19, -0.46, 0.02, -0.01],
  "smiles": "C[C@]1(CS)O[C@H]1C=S",
  "gap_ev": 7.9,
  "multiplicity": 1,
  "e_lumo_ev": -1.26,
  "charge": 0
}

---

Calculated relative energies: model A 0.000; model B 3.668, given in eV

---

Model A:
{
  "formula": "C2H5FSi",
  "method": "ωB97M-V/def2-TZVPD",
  "species": ["C", "C", "F", "Si", "H", "H", "H", "H", "H"],
  "positions_angstrom": [[-0.19, -1.22, 1.32], [-1.13, -0.84, 0.51], [-1.24, 0.41, 0.03], [1.34, 1.74, -2.21], [0.00, -2.18, 1.62], [0.55, -0.56, 1.59], [-1.73, -1.62, 0.07], [1.11, 1.03, -0.97], [1.29, 3.24, -1.96]],
  "nbo_charge": [-0.48, 0.24, -0.33, 0.55, 0.21, 0.20, 0.16, -0.28, -0.27],
  "gap_ev": 7.3,
  "multiplicity": 1,
  "e_lumo_ev": -0.94,
  "charge": 0
}

---

Model B:
{
  "formula": "C2H5FSi",
  "method": "ωB97M-V/def2-TZVPD",
  "species": ["C", "C", "F", "Si", "H", "H", "H", "H", "H"],
  "positions_angstrom": [[-0.53, -1.32, 1.06], [-0.61, -0.05, 0.81], [-1.37, 0.75, 1.60], [0.12, 1.01, -0.50], [0.04, -2.00, 0.44], [-0.97, -1.64, 1.95], [0.67, 2.17, 0.15], [1.45, 0.36, -1.10], [-1.11, 0.85, -1.45]],
  "nbo_charge": [-0.47, 0.01, -0.36, 0.79, 0.22, 0.21, -0.14, -0.15, -0.12],
  "smiles": "C=C(F)[SiH3]",
  "gap_ev": 10.9,
  "multiplicity": 1,
  "e_lumo_ev": 0.95,
  "charge": 0
}

---

Calculated relative energies: model A 2.183; model B 0.000, given in eV

---

Model A:
{
  "formula": "C2H4N4O",
  "method": "ωB97M-V/def2-TZVPD",
  "species": ["C", "C", "H", "H", "H", "H", "N", "N", "N", "N", "O"],
  "positions_angstrom": [[-0.21, -1.11, -0.15], [0.10, 0.39, -0.45], [0.61, -1.39, 1.70], [-0.89, -0.53, 1.74], [-1.03, -1.39, -0.76], [0.70, -1.64, -0.49], [-0.33, -1.37, 1.23], [0.22, 1.28, 0.49], [0.39, 2.44, -0.20], [0.30, 2.36, -1.42], [0.14, 0.96, -1.68]],
  "nbo_charge": [-0.26, 0.49, 0.37, 0.38, 0.22, 0.22, -0.81, -0.36, -0.04, 0.11, -0.32],
  "smiles": "NCc1nnno1",
  "gap_ev": 11.1,
  "multiplicity": 1,
  "e_lumo_ev": 0.74,
  "charge": 0
}

---

Model B:
{
  "formula": "C2H4N4O",
  "method": "ωB97M-V/def2-TZVPD",
  "species": ["C", "C", "N", "N", "N", "N", "O", "H", "H", "H", "H"],
  "positions_angstrom": [[-0.76, 0.89, -0.67], [0.74, -0.92, -0.20], [-0.72, 0.04, -1.67], [0.18, -0.96, -1.38], [-0.02, 0.60, 0.36], [0.23, 0.93, 1.68], [1.39, -1.56, 0.55], [-1.55, 1.50, -0.63], [0.38, -1.46, -2.17], [0.89, 0.16, 1.96], [-0.75, 0.77, 2.18]],
  "nbo_charge": [0.19, 0.76, -0.35, -0.45, -0.31, -0.62, -0.58, 0.19, 0.42, 0.39, 0.35],
  "smiles": "Nn1cn[nH]c1=O",
  "gap_ev": 9.0,
  "multiplicity": 1,
  "e_lumo_ev": 0.81,
  "charge": 0
}

---

Calculated relative energies: model A 0.000; model B 0.371, given in eV